Entry 1:
The following is a DFT calculation (ωB97M-V/def2-TZVPD) of a cluster of 15 separate species, C13H56N26O15 in total in a non-equilibrium geometry.

- F_max (eV/A) = 2.5
- energy relative to the best compared isomer or geometry (same formula, charge and spin) (kJ/mol) = 0.0
- orbital gap (eV) = 8.9
- charge = 0
- HOMO energy (eV) = -8.820

```
110
Properties=species:S:1:pos:R:3:forces:R:3
O -1.49629 4.88837 -2.59045 -0.19 -0.34 0.24
H -2.17743 -1.71611 -4.27190 0.24 0.06 0.27
N -1.31891 2.79050 -3.45871 0.35 0.58 0.23
C -1.39533 3.68254 -2.40978 0.06 -0.19 -0.37
N 2.77919 1.08302 4.07639 -0.11 0.70 0.34
H 3.64172 1.21919 4.57361 0.10 -0.29 -0.07
N 1.36182 -3.85456 4.41323 0.52 0.25 -0.11
N -1.32934 3.06937 -1.18946 0.20 0.20 0.16
N -1.61852 2.54275 3.45588 -0.11 -2.20 0.21
H -1.59606 -2.95414 -1.76772 -0.12 -0.13 0.10
H 2.40910 -6.48901 0.74511 0.12 0.14 -0.02
H -2.65662 -0.81548 -0.58958 0.00 -0.04 0.01
H -1.35805 1.22532 0.84533 -0.14 -0.06 -0.09
C 4.42389 -1.22302 1.91135 0.66 1.13 -0.02
H -6.38579 3.33872 1.80089 -0.36 -0.26 -0.04
H -1.41926 3.19201 -4.37288 -0.06 -0.27 -0.12
H -2.46141 -0.10939 -3.58485 0.06 -0.47 0.39
H 0.45818 -2.21256 5.99431 -0.03 0.08 0.05
H 1.38279 -4.15786 5.36778 -0.02 -0.09 -0.01
H -4.73118 4.69539 1.49455 0.39 0.47 0.25
H 3.31789 3.37896 1.86059 -0.45 -0.27 -0.06
N 2.33395 2.27230 -2.92956 -0.11 0.24 0.20
H -0.00543 0.55216 1.61624 0.25 -0.15 -0.32
C -0.88208 1.70649 4.24491 0.91 0.87 -0.16
N 3.46166 2.83089 2.69482 0.29 0.58 1.25
O -1.00399 0.48617 4.26762 -0.17 0.21 0.16
N 1.98628 -2.53719 -3.28990 -0.33 -1.46 1.21
O -5.12320 -2.54904 0.34815 0.16 0.00 -0.19
O 1.71260 1.50654 2.12658 0.05 -0.15 0.38
H 2.93622 -2.30423 1.08621 -0.03 -0.01 -0.33
C -0.33132 -0.02787 -0.39565 -1.16 -1.69 0.88
H -2.67663 -0.53334 -7.51629 -0.45 -0.32 -0.20
H -4.64023 -0.27985 -1.82737 0.16 -0.06 0.06
N 2.40222 6.03356 0.68589 -0.48 -0.01 0.59
H 3.84486 -1.44212 -0.10414 0.29 0.41 0.08
N -0.61770 0.54279 0.80752 -0.28 0.88 -0.11
H -6.10519 -0.91181 -1.19208 -0.01 -0.13 -0.02
N -4.05044 3.99689 1.72413 -0.45 -0.69 -0.26
H -2.90160 -1.98886 -6.54047 0.09 -0.08 -0.37
O -3.19235 0.96394 -5.63879 0.50 0.16 0.04
H 2.99768 2.40798 -2.19047 0.06 -0.02 -0.04
H -1.18473 2.06703 -1.14534 -0.42 0.09 -0.12
H 3.61474 3.41184 3.50929 0.44 0.00 -0.13
H 2.21748 3.95520 -0.54133 -0.11 0.04 -0.08
H 0.03604 -2.97084 -5.80611 0.32 -0.02 -0.14
H -0.54629 -4.07084 -1.68898 -0.13 0.20 0.15
C -4.46689 2.69197 1.67925 -0.15 -0.84 0.28
H 0.76313 1.87303 5.47103 -0.17 -0.39 -0.14
N 0.37524 -2.98157 -4.86215 -0.30 -0.24 0.36
H -0.71276 -3.13299 1.28847 -0.01 0.02 -0.02
N -5.81946 2.52950 1.62760 0.26 0.69 -0.18
O -3.70389 1.73121 1.71780 0.08 0.29 -0.15
O -1.19045 -3.66214 -2.28847 0.04 0.18 -0.41
H 0.97471 -1.13953 0.65033 0.19 -0.33 -0.12
H 3.01416 -2.02795 3.13275 0.24 0.01 0.21
H -2.65852 -2.26499 0.41860 -0.12 0.44 -0.20
H -1.11219 1.81886 -3.30480 -0.21 -0.07 -0.09
C 1.47989 -4.84192 -0.06608 -1.28 -0.73 -0.99
N 1.15893 0.76515 -4.24936 0.16 0.00 0.28
H 0.82926 -1.65313 -1.00639 -0.06 0.02 -0.09
H 1.39779 -1.86219 -2.83371 -0.06 0.07 -0.13
H 2.35302 0.17147 4.06129 0.07 -0.01 0.07
O 0.79843 5.19139 2.03636 0.20 -0.83 -0.27
H -6.23036 1.62006 1.53075 0.14 -0.08 0.01
N -2.68582 -1.01518 -6.63752 0.36 0.16 0.35
H -1.34247 -1.84074 1.83488 0.14 -0.10 0.22
H 0.61824 1.50149 -4.66162 0.06 0.02 -0.10
H 1.87817 3.06187 -3.34960 -0.09 -0.05 -0.01
H 1.37402 -4.53148 3.67651 0.11 -0.01 -0.03
N -2.47081 -0.76192 -4.34968 -0.43 0.65 -0.38
C 1.55607 5.01703 1.08869 0.49 1.00 -0.45
H 1.18354 -5.89992 1.72813 -0.57 0.35 -0.29
H 3.12812 -5.47369 -1.03024 0.24 0.27 -0.39
N 1.73379 3.89942 0.33350 -0.45 -0.47 0.42
N 0.52053 -1.08056 -0.24775 0.17 0.89 0.01
N 1.74590 -5.75271 0.91338 0.90 -0.31 0.34
H 0.50044 3.14203 4.44670 -0.20 0.18 0.11
N 3.94934 -1.64623 3.12826 -0.47 -0.66 -0.46
C 1.70078 -2.75830 -4.62246 -0.04 1.73 -1.26
N 0.67873 -1.78723 5.11397 0.94 0.39 -0.14
N 0.06352 2.39573 4.97201 0.46 0.48 0.31
C 2.57744 1.81489 2.94670 -0.23 -0.66 -1.67
H 4.39415 -1.38834 3.98524 0.22 0.18 -0.14
H 2.93516 -2.48824 -2.96765 0.30 0.61 -0.81
O 5.36474 -0.45307 1.79854 0.02 -0.28 0.02
O 0.44919 -4.16991 -0.08450 0.49 0.50 0.59
O 2.49409 -2.53305 -5.52932 -0.04 -0.91 0.43
H -3.16645 4.18101 2.15372 0.05 0.38 -0.22
H 1.19994 3.06420 0.52451 -0.05 0.06 0.05
H -0.26960 -3.26455 -4.13313 0.23 -0.04 0.24
N 3.71742 -1.71182 0.85144 -0.70 -0.84 0.52
O 1.01956 -2.20146 2.89545 1.09 0.28 0.07
C 2.09003 0.98077 -3.27502 0.29 -0.59 -0.26
C -4.47185 -1.75808 -0.32098 -0.49 0.16 0.28
O -1.52113 -2.77921 1.68830 0.06 -0.11 0.09
O 2.70981 0.04852 -2.76563 -0.17 0.52 0.20
H -1.74757 3.54364 -0.41035 0.14 0.13 0.05
C 1.08825 -2.55683 4.07189 -2.38 -0.73 0.27
O -1.03127 0.17356 -1.41069 0.92 0.35 0.13
N -5.10366 -0.88848 -1.17874 -0.14 0.24 -0.12
H 2.40863 6.82434 1.30329 0.13 0.20 -0.26
H 2.28751 -4.17203 -1.84769 -0.27 -0.01 -0.14
H 0.35668 -0.84266 4.93082 -0.48 -0.10 -0.17
H -2.32390 1.98563 2.97297 -0.30 1.00 -0.41
H 1.16092 -0.15473 -4.65422 -0.14 0.05 -0.13
H 3.06034 5.94532 -0.06257 0.10 0.08 0.04
H -1.55837 3.53993 3.50747 -0.01 0.02 0.05
N 2.31750 -4.89010 -1.13883 0.39 -0.36 0.90
C -2.81194 -0.19037 -5.54176 -0.25 -0.18 0.05
N -3.12065 -1.64642 -0.25824 0.07 -0.58 -0.20
```
Positions in Å, forces in eV/Å.

***

Entry 2:
The following is a DFT calculation (ωB97M-V/def2-TZVPD) of a cluster of 2 separate species, CH6NO in total in a non-equilibrium geometry.

- F_max (eV/A) = 1.4
- energy relative to the best compared isomer or geometry (same formula, charge and spin) (kJ/mol) = 18.8
- orbital gap (eV) = 11.0
- charge = +1
- HOMO energy (eV) = -16.483

```
9
Properties=species:S:1:pos:R:3:forces:R:3
H -2.74401 0.39425 0.16302 0.39 0.13 0.01
H -0.14298 0.02330 0.23040 -0.60 0.83 -0.13
N 0.64679 0.38698 -0.32223 0.33 -1.30 0.38
H 1.75177 -1.19705 0.27531 0.04 -0.35 0.23
H 0.52752 1.20017 -0.90700 -0.09 0.26 -0.06
H -2.30102 -0.56558 1.23329 0.18 0.10 0.11
C 1.69968 -0.32367 -0.34315 -0.01 0.64 -0.52
O -1.95379 0.13752 0.66649 -0.46 -0.36 -0.04
H 2.51604 -0.05591 -0.99613 0.22 0.06 0.03
```
Positions in Å, forces in eV/Å.